DFT (ωB97M-V/def2-TZVPD) results for 2 unconnected molecules or ions with the total composition C31H52B2NO10 in a non-equilibrium geometry.

Lowest unoccupied orbital energy: 0.07196 hartree
Net charge: -1
HOMO energy: -4.319 eV
Multiplicity: 1

Atoms and positions in Å:
O1 -1.09386 1.16021 -3.62610
O2 1.02818 3.46952 -2.46574
O3 -6.03487 -3.34676 7.23630
O4 -0.01685 -0.73151 0.05845
O5 1.03836 0.30277 -3.17924
O6 -1.76271 -2.42437 -4.33344
O7 -2.42430 -0.43257 -5.35371
O8 -5.76624 -1.88384 5.54065
O9 2.56211 4.61376 -0.46538
O10 -6.76509 -1.32865 7.48719
N1 5.40604 -1.29919 -1.25193
C1 3.78622 4.12304 -0.97632
C2 1.33283 4.82381 -2.62046
C3 -6.15116 -2.15876 6.64493
C4 -1.06977 2.98016 1.60730
C5 1.91195 5.48524 -1.36097
C6 0.02051 0.25846 -0.99599
C7 6.80146 0.24356 -2.00024
C8 -1.84621 -1.72435 1.09713
C9 2.89235 -1.48483 -1.22675
C10 -1.19141 0.46779 1.84284
C11 -2.88275 -1.78056 2.01347
C12 -3.75877 -2.99699 2.13445
C13 2.11353 -2.05574 -2.40404
C14 -0.99812 -0.61587 0.99887
C15 -2.16142 -3.12373 -3.17054
C16 6.56196 -1.42984 -0.54217
C17 0.38035 1.73993 3.26813
C18 7.45474 -0.48335 -0.98749
C19 -6.94891 -0.00808 6.96982
C20 0.94658 2.85588 -3.79097
C21 -2.24828 0.40544 2.75636
C22 -1.40205 -4.44636 -3.04841
C23 -5.38251 -4.33294 6.43074
C24 4.25591 -2.18104 -1.06079
C25 -3.08988 -0.69057 2.85753
C26 -0.29070 1.68005 1.85377
C27 5.53460 -0.27060 -2.13715
C28 0.59298 -1.87228 -2.35921
C29 0.11248 -0.42108 -2.41068
C30 4.79189 3.94476 0.16408
C31 -1.28292 -0.12316 -3.05677
B1 -1.82153 -1.03720 -4.27569
B2 0.31531 1.37526 -3.95258
H1 2.26518 -3.14150 -2.39315
H2 -2.09729 2.89746 1.95066
H3 -7.45386 0.55406 7.74962
H4 3.60805 3.17600 -1.48584
H5 -0.86486 0.88335 -0.95317
H6 4.32297 -3.02176 -1.74851
H7 -5.94256 -4.51265 5.51537
H8 -1.09204 3.23684 0.55195
H9 -2.06409 -0.02537 -2.29702
H10 1.17683 6.05184 -0.79609
H11 4.33446 4.31519 1.07331
H12 -2.38484 1.23934 3.42886
H13 2.06494 4.96786 -3.42262
H14 -3.38640 -3.62152 2.94785
H15 2.50514 -1.70494 -3.35248
H16 3.02768 -0.42235 -1.39429
H17 0.25427 -2.36256 -1.44720
H18 7.20945 1.06128 -2.56512
H19 4.33197 -2.55759 -0.04713
H20 5.69916 4.51090 -0.02735
H21 -1.69196 -2.56816 0.44023
H22 0.87975 0.91366 -0.87761
H23 -4.36799 -4.02212 6.19015
H24 4.20743 4.80977 -1.71455
H25 1.42433 2.00430 3.15469
H26 -0.60453 3.78995 2.16057
H27 8.45781 -0.35422 -0.62765
H28 0.35507 0.75005 3.71249
H29 -5.98946 0.45437 6.74792
H30 -2.06003 -5.26129 -2.75612
H31 1.99089 2.77074 -4.12119
H32 0.46981 3.56954 -4.47153
H33 -0.13662 2.44401 3.91069
H34 -7.56701 -0.02901 6.07469
H35 -0.62767 -4.38897 -2.28913
H36 -3.22375 -3.35592 -3.24401
H37 5.07060 2.90377 0.26157
H38 0.42307 5.35708 -2.92368
H39 4.73120 0.01205 -2.79020
H40 0.54568 1.14135 -5.17147
H41 2.32520 -1.66727 -0.32213
H42 2.65639 6.21505 -1.70011
H43 -1.98079 -2.54083 -2.26724
H44 -4.77599 -2.72862 2.39904
H45 -0.91659 -4.69544 -3.98614
H46 -3.72682 -3.60691 1.23787
H47 6.66273 -2.17630 0.22099
H48 0.51586 1.61330 1.13685
H49 0.19900 -2.45364 -3.18505
H50 -2.97983 0.27703 -5.02218
H51 -3.87461 -0.70667 3.59833
H52 -5.35543 -5.24000 7.02701

Atoms 1-6, force components in eV/Å:
-0.6 0.8 0.8
-0.1 0.0 -0.2
0.0 0.0 0.0
0.0 0.6 0.2
-0.5 0.2 0.2
-0.2 0.2 0.0